(1)
C3H3NO2S in the gas phase. Source: the Open Molecules 2025 dataset; level of theory: the ωB97M-V functional and the def2-TZVPD basis.

Its HOMO-LUMO gap is 10.12 eV. The calculation puts the energy above the lowest of the compared OMol25 structures with the same formula, charge and spin at 193.12 kJ/mol.

Atoms and positions in Å:
O  2.863  -0.205  -0.129
C  1.668  -0.265  -0.147
O  0.849  0.765  -0.347
C  -0.457  0.860  0.237
C  -1.314  -0.291  -0.228
N  -0.913  -1.504  -0.295
S  0.768  -1.851  0.048
H  -0.371  0.850  1.363
H  -0.700  1.843  -0.111
H  -2.393  -0.203  -0.391

Cartesian forces, eV/Å:
-0.9 0.0 -0.2
-0.3 -1.2 0.6
0.8 0.7 -0.2
0.8 -0.9 0.5
-0.3 -1.0 0.5
1.1 0.9 0.1
-0.3 0.7 -0.2
-0.2 0.0 -1.0
-1.0 0.4 0.1
0.3 0.5 -0.1



(2)
A 18-piece molecular cluster, H37O18 overall. Source: the Open Molecules 2025 dataset; level of theory: the ωB97M-V functional and the def2-TZVPD basis.

Its HOMO-LUMO gap is 10.02 eV. The total charge is +1. The calculation puts the energy above the lowest of the compared OMol25 structures with the same formula, charge and spin at 443.17 kJ/mol.

Atoms and positions in Å:
O  -2.088  1.090  3.092
H  -0.685  -2.154  3.397
H  -1.990  1.266  4.026
O  -0.123  -0.814  -1.153
H  1.881  -4.137  1.410
O  -1.768  -2.387  -3.160
H  -1.728  -3.284  -2.803
H  -4.355  0.600  -1.387
O  -1.932  2.319  -1.469
H  0.085  -1.317  -0.356
H  -2.006  3.071  -2.091
O  0.554  1.321  1.584
H  -0.040  1.164  0.834
H  -3.172  1.953  1.495
O  1.569  -3.731  0.582
H  1.702  -2.796  0.813
H  -3.124  -0.212  -1.117
O  2.418  4.566  2.860
H  1.427  -0.639  -2.731
H  -3.588  1.092  -4.484
O  4.236  4.282  -0.250
H  3.762  3.984  -1.032
H  4.642  3.530  0.191
O  2.442  1.967  4.356
H  1.752  1.349  4.107
H  -4.415  -2.395  -1.267
O  -3.572  0.591  -0.819
H  1.858  3.914  3.276
H  -1.415  1.644  -1.931
O  5.360  -1.221  1.585
H  5.926  -0.963  0.848
H  5.667  -2.118  1.761
O  -0.390  -4.110  -1.240
H  -0.249  -4.915  -0.702
H  0.558  -4.007  -1.428
O  -0.083  -1.815  2.729
H  3.287  1.850  3.910
H  0.280  -2.364  2.053
O  -3.358  2.490  0.696
H  -3.152  1.711  -0.075
H  -2.683  3.181  0.607
O  2.279  -0.657  0.674
H  3.112  -1.106  0.875
H  2.036  -0.377  1.568
O  -4.453  -1.893  -2.098
H  -1.358  0.738  2.574
H  0.859  2.206  1.314
O  -3.172  0.379  -3.985
H  -1.184  -2.333  -3.923
H  -3.461  -0.432  -4.431
O  1.620  -0.526  -3.665
H  -0.869  -1.317  -1.520
H  2.242  -1.242  -3.831
H  2.405  5.125  2.088
H  -3.545  -2.121  -2.357

Cartesian forces, eV/Å:
-1.7 0.4 -1.4
0.3 -0.9 -0.6
0.9 -0.2 0.0
-0.6 -0.1 0.3
-0.1 -0.3 -0.5
-0.4 0.2 0.4
0.5 -0.1 -0.2
0.0 0.2 0.0
0.7 1.3 -0.7
0.4 0.2 0.0
0.2 -0.7 0.4
-0.6 0.9 -0.6
0.2 -0.6 0.0
0.1 0.4 1.0
0.4 0.3 1.4
0.2 0.2 -0.7
0.1 0.1 0.0
2.1 0.3 1.1
-0.4 0.2 0.4
0.0 -0.1 0.0
-0.1 0.4 0.2
0.2 -0.3 0.1
-0.2 -0.1 -0.3
-0.3 0.9 0.6
0.6 -0.4 -0.4
-1.0 0.2 0.0
-0.5 -0.8 0.3
-0.7 0.1 -0.9
-0.1 0.1 -0.1
0.0 -0.3 -0.3
-0.1 0.3 0.0
-0.1 0.0 0.2
0.8 -1.1 0.1
-0.9 0.4 -0.1
-0.3 0.7 -0.3
0.0 2.3 0.7
-0.4 -0.4 -0.2
-0.4 -1.4 -0.1
0.4 -1.2 -0.4
-1.0 0.5 -0.3
0.1 0.0 0.1
0.2 -0.9 0.7
0.5 0.1 -0.4
-0.4 0.5 -0.2
1.0 -0.5 1.0
0.8 0.0 1.2
0.4 -0.2 0.6
-0.1 -0.1 -0.1
0.1 -0.1 0.1
0.1 0.2 0.2
0.1 -0.3 -0.1
0.3 0.0 -0.5
0.1 0.1 -0.3
-1.2 -0.6 -0.2
0.0 0.4 -1.1



(3)
C4H5N3O in the gas phase. Source: the Open Molecules 2025 dataset; level of theory: the ωB97M-V functional and the def2-TZVPD basis.

Its HOMO-LUMO gap is 9.31 eV. The calculation puts the energy above the lowest of the compared OMol25 structures with the same formula, charge and spin at 259.01 kJ/mol.

Atoms and positions in Å:
N  -0.446  2.967  1.558
C  -0.605  1.832  1.411
C  -0.959  0.479  1.221
C  -0.377  -0.259  0.237
N  -0.426  -1.664  0.105
N  0.289  0.347  -0.846
C  1.489  -0.110  -1.325
O  1.820  0.315  -2.481
H  -1.712  0.079  1.897
H  -0.193  -2.200  -0.901
H  -0.864  -2.198  0.837
H  -0.102  1.371  -1.127
H  2.086  -0.959  -0.586

Cartesian forces, eV/Å:
0.2 -0.4 0.0
-0.4 0.9 -0.2
0.1 -0.9 0.0
-0.1 -1.4 -0.9
0.9 -0.2 -2.9
-1.3 2.5 1.0
1.4 0.4 -3.5
0.0 -2.0 4.6
0.3 -0.1 -0.2
-1.1 2.4 3.9
0.1 -0.1 -0.2
1.6 -3.4 0.6
-1.6 2.4 -2.2



(4)
C23H36OsP2 as an isolated structure. Source: the Open Molecules 2025 dataset; level of theory: the ωB97M-V functional and the def2-TZVPD basis.

As for the expectation value of S²: 6.08. Its HOMO-LUMO gap (spin up / spin down) is 7.10 / 3.74 eV. The total charge is +2. As for the multiplicity: 5.

Atoms and positions in Å:
P  2.235  -2.173  -1.461
P  1.422  0.681  -1.391
C  1.312  -1.337  -2.938
C  2.038  -0.031  -3.116
H  0.261  -1.259  -2.561
H  1.393  -1.976  -3.819
H  3.140  0.008  -3.043
H  1.734  0.457  -4.081
C  0.327  1.779  -2.711
H  -0.125  2.680  -2.265
H  -0.485  1.209  -3.181
H  0.939  2.149  -3.592
C  2.541  2.150  -1.400
H  2.380  2.799  -2.297
H  3.588  1.799  -1.368
H  2.256  2.720  -0.498
C  1.262  -3.677  -1.824
H  1.674  -4.541  -1.262
H  1.461  -3.779  -2.910
H  0.182  -3.492  -1.615
C  3.724  -2.374  -2.480
H  4.308  -1.467  -2.742
H  3.242  -2.737  -3.393
H  4.440  -3.152  -2.169
Os  1.792  -1.202  0.286
C  -2.802  2.343  -1.043
C  -4.083  2.560  -1.418
C  -5.144  1.569  -1.486
C  -5.337  0.505  -0.387
C  -4.665  -0.666  -0.931
C  -3.292  -0.814  -0.545
C  -2.390  0.081  0.270
C  -2.231  1.608  0.212
C  2.234  -3.087  1.201
H  -2.058  2.923  -1.565
H  -4.127  3.230  -2.262
H  -4.708  1.038  -2.368
H  -6.036  2.136  -1.867
H  -4.964  0.896  0.572
H  -6.418  0.340  -0.284
H  -5.363  -1.487  -1.063
H  -3.022  -1.865  -0.308
H  -1.321  -0.197  -0.004
H  -2.712  -0.114  1.290
H  -2.598  2.034  1.166
H  -1.117  1.858  0.159
H  2.944  -2.904  1.997
H  2.649  -3.950  0.600
H  1.400  -3.471  1.750
C  2.525  -0.659  1.907
C  2.758  -0.344  3.125
C  2.165  0.229  4.271
C  0.873  0.726  3.910
C  0.000  1.274  4.836
C  0.398  1.425  6.196
C  1.713  1.068  6.558
C  2.629  0.513  5.616
H  0.606  0.735  2.823
H  -0.995  1.636  4.517
H  -0.282  1.919  6.932
H  2.043  1.301  7.581
H  3.686  0.379  5.874

Cartesian forces, eV/Å:
-0.4 -3.3 -7.9
0.7 3.4 -5.1
1.2 -0.6 0.7
-0.6 0.3 0.9
0.6 0.2 -0.7
-0.4 -0.1 0.1
-0.7 -0.6 -0.3
0.3 -0.1 1.4
-1.3 0.3 0.1
0.2 -0.4 0.2
0.1 -0.2 0.3
-0.3 -0.6 1.6
0.3 0.3 0.9
0.2 -0.8 0.9
-0.4 0.4 0.3
0.7 0.1 -0.3
0.9 -0.9 0.2
-0.7 0.3 -0.5
-0.5 -0.6 0.7
0.9 -0.3 -0.1
1.2 -0.7 -0.1
-0.5 -0.6 0.6
0.5 0.0 -0.1
-0.3 0.3 0.2
-2.3 2.4 4.0
1.7 0.1 3.4
-0.1 -1.1 -2.1
-1.0 1.2 1.0
-1.3 2.7 -0.8
3.5 -1.0 3.1
-3.5 -1.2 0.1
1.4 0.0 -1.6
0.3 1.8 -1.5
1.6 -0.8 -0.6
0.1 0.0 -0.2
-0.3 0.7 0.0
-0.4 -0.1 -0.6
0.3 -1.1 0.3
0.0 -0.4 -0.2
0.4 -0.1 0.1
0.8 -0.5 -0.8
0.3 0.5 -1.2
-1.3 -0.8 1.0
0.5 -0.5 0.3
-0.1 0.2 -0.8
-1.5 -0.4 0.3
0.4 -0.2 0.0
-0.5 1.1 0.4
-1.2 0.0 0.1
1.6 1.8 3.5
-0.6 -0.5 -1.1
-0.1 1.2 0.8
-0.9 0.4 -0.2
0.0 0.2 0.7
0.1 0.0 -0.7
0.6 -0.1 -0.6
-1.0 0.1 -0.4
0.2 -0.3 1.2
0.7 -0.2 0.2
0.7 -0.6 -0.7
0.0 -0.3 -0.6
-0.6 -0.2 0.0



(5)
An isolated ion of composition C4H10NO3 and charge +1. Source: the Open Molecules 2025 dataset; level of theory: the ωB97M-V functional and the def2-TZVPD basis.

Its HOMO-LUMO gap is 11.47 eV. The total charge is +1. The calculation puts the energy above the lowest of the compared OMol25 structures with the same formula, charge and spin at 54.96 kJ/mol.

Atoms and positions in Å:
C  0.023  -2.497  -0.343
C  0.450  -1.076  -0.647
O  -0.490  -0.597  -1.568
C  0.533  -0.100  0.591
N  -0.497  -0.490  1.645
C  0.249  1.325  0.111
O  0.707  1.838  -0.854
O  -0.727  1.898  0.869
H  -0.694  -2.664  0.460
H  0.850  -3.153  -0.067
H  -0.435  -2.911  -1.235
H  1.461  -1.131  -1.029
H  -0.143  0.005  -2.237
H  1.478  -0.243  1.070
H  -0.121  -0.233  2.564
H  -0.731  -1.487  1.614
H  -1.338  0.044  1.446
H  -0.989  2.738  0.457

Cartesian forces, eV/Å:
0.4 -0.9 0.5
-0.3 0.3 0.1
-0.5 0.1 -0.2
-0.8 -1.1 -0.5
0.6 0.4 -0.1
-0.8 0.3 0.4
0.6 -0.2 0.0
0.3 -0.3 -0.1
-0.4 0.2 -0.1
0.2 0.2 -0.1
0.0 0.0 -0.1
0.2 0.3 -0.4
0.3 0.0 0.3
0.7 0.3 0.2
-0.5 -0.1 -0.1
0.3 0.1 0.0
-0.4 0.2 0.3
0.1 0.0 0.0



E values, unit eV, following the record order: -19578.7747, -37448.8388, -10744.9303, -45450.7618, -11936.0419.